Entry 1:
18
Properties=species:S:1:pos:R:3:lowdin_spin:R:1 method="wB97M-V/def2-TZVPD" e_above_lowest_ev=1.389 s_squared=0.76 e_homo_ha="-0.4002 / -0.3938" spin_multiplicity=2
C 0.426 -1.073 1.630 0.000
C 1.572 -1.950 1.521 0.000
C 0.880 0.004 2.720 0.000
H 0.160 -0.547 0.654 -0.001
H -0.463 -1.736 1.924 0.000
H 1.683 -2.699 2.342 0.000
H 0.097 0.228 3.433 0.000
H 1.624 -0.333 3.504 0.000
H 2.591 -1.372 1.604 0.000
H 1.617 -2.434 0.514 0.000
H 1.095 1.032 2.425 0.000
C -2.223 0.652 -1.732 0.015
C -0.666 0.898 -1.658 0.031
O -0.150 1.541 -0.749 0.319
O 0.066 0.354 -2.502 0.630
H -2.705 1.194 -1.080 0.006
H -2.340 -0.476 -1.480 -0.001
H -2.621 0.793 -2.722 0.001

Entry 2:
18
Properties=species:S:1:pos:R:3:mulliken_charge:R:1 method="wB97M-V/def2-TZVPD" total_charge=+1 e_above_lowest_ev=1.423 e_homo_ha=-0.5840
C 0.933 -0.984 -0.422 0.302
C 1.401 1.991 -0.060 -0.949
C -2.346 -0.883 1.265 -0.801
C 1.519 1.200 -1.397 -0.164
C -1.481 -1.709 0.418 -0.166
O 1.814 -0.215 -0.961 -0.269
O -0.224 -0.599 -0.212 -0.380
H 1.451 -1.838 0.027 0.405
H 1.585 3.037 -0.231 0.386
H 0.287 2.135 0.233 0.222
H 2.239 1.642 0.634 0.297
H -2.174 -1.294 2.272 0.330
H -1.930 0.094 1.259 0.273
H -3.430 -0.817 0.880 0.305
H 2.307 1.675 -1.952 0.324
H 0.578 1.137 -2.006 0.252
H -1.633 -2.051 -0.596 0.327
H -0.898 -2.519 0.848 0.307

Entry 3:
19
Properties=species:S:1:pos:R:3:lowdin_spin:R:1 method="wB97M-V/def2-TZVPD" total_charge=+1 s_squared=2.03 e_homo_ha="-0.4433 / -0.4864" spin_multiplicity=3
C -1.504 -0.698 0.478 0.271
C -2.428 -0.349 -0.674 0.035
H -0.370 -1.344 -0.103 0.016
H -1.707 -1.688 0.905 0.015
H -2.022 0.471 -1.281 0.005
H -3.409 -0.041 -0.284 0.013
H -2.587 -1.211 -1.335 0.000
O 3.281 0.422 0.161 0.306
C 2.447 -0.655 0.137 0.102
C 0.995 -0.477 -0.171 0.453
O 0.244 0.457 0.428 0.180
C 0.526 1.926 0.316 0.055
Pd 2.378 1.892 0.233 0.495
H 2.430 -1.216 1.100 0.020
H 2.758 -1.422 -0.610 0.006
H 0.760 -0.528 -1.243 0.013
H -0.027 2.318 1.179 0.002
H -0.027 2.221 -0.588 0.003
H -1.737 -0.076 1.353 0.011

Entry 4:
19
Properties=species:S:1:pos:R:3:mulliken_charge:R:1 method="wB97M-V/def2-TZVPD" total_charge=-1 e_above_lowest_ev=2.988 e_homo_ha=-0.1332
C 1.749 -0.623 1.418 -0.779
S 1.686 -2.207 0.211 -0.086
C 1.740 -1.351 -1.366 -0.734
H 2.446 -1.017 2.350 0.280
H 0.791 -0.545 2.092 0.187
H 2.112 0.349 1.017 0.328
H 0.806 -0.816 -1.851 0.230
H 1.700 -2.002 -2.276 0.313
H 2.637 -0.659 -1.480 0.251
C -1.155 0.510 -0.138 0.338
C -1.637 1.053 1.142 -1.008
C -1.831 1.151 -1.342 0.375
O -1.878 0.462 -2.345 -0.753
O -2.422 2.183 -1.225 -0.702
H -0.100 0.619 -0.062 -0.173
H -1.300 -0.649 -0.185 0.232
H -2.497 0.277 1.326 0.193
H -2.128 2.067 0.931 0.252
H -0.721 1.196 1.783 0.258

Entry 5:
19
Properties=species:S:1:pos:R:3:mulliken_charge:R:1 method="wB97M-V/def2-TZVPD" total_charge=-1 e_above_lowest_ev=4.204 e_homo_ha="-0.0796 / -0.1300"
C -2.546 0.869 -1.611 0.563
C 0.750 2.295 0.865 -0.700
C -2.759 -1.186 0.840 -1.078
C -0.582 -1.735 -1.390 -1.000
C 1.294 1.019 0.412 -0.794
O -2.316 2.060 -1.558 -0.582
O -3.234 0.064 -2.277 -0.618
Si -1.591 -0.377 -0.489 0.117
H 0.327 2.036 1.898 0.155
H 1.554 3.058 1.025 0.317
H 0.088 2.767 0.142 0.259
H -3.658 -1.610 0.423 0.330
H -2.178 -1.972 1.377 0.266
H -2.952 -0.438 1.474 0.356
H -0.200 -2.551 -0.687 0.250
H -1.150 -2.336 -2.200 0.310
H 0.321 -1.342 -1.796 0.303
H 2.044 0.677 1.124 0.296
H 1.439 0.889 -0.677 0.250

Entry 6:
19
Properties=species:S:1:pos:R:3:mulliken_charge:R:1 method="wB97M-V/def2-TZVPD" total_charge=-1 e_above_lowest_ev=2.393 e_homo_ha=-0.1330
O -0.728 -1.895 -1.068 -0.711
C 0.025 -1.764 -0.075 0.323
O 0.427 -2.503 0.778 -0.659
C 0.848 -0.234 -0.022 -0.920
C -0.188 0.778 0.502 -0.302
C -1.364 0.638 -0.429 -0.484
C -2.416 1.629 -0.106 -1.198
H 1.241 -0.516 0.975 0.401
H 1.480 -0.115 -0.873 0.399
H -0.548 0.520 1.503 0.213
H 0.273 1.831 0.626 0.295
H -1.059 0.724 -1.496 0.252
H -1.770 -0.334 -0.439 0.498
H -2.564 1.519 1.008 0.285
H -3.519 1.267 -0.475 0.279
H -2.300 2.582 -0.592 0.307
H 2.215 1.734 0.520 0.390
H 2.900 2.889 -0.156 0.312
O 3.079 2.100 0.312 -0.678

Entry 7:
19
Properties=species:S:1:pos:R:3:mulliken_charge:R:1 method="wB97M-V/def2-TZVPD" total_charge=-1 e_above_lowest_ev=0.968 e_homo_ha=-0.1434
C 0.865 1.439 -1.781 -0.185
C 0.275 2.081 -0.544 -0.836
O 2.113 2.029 -2.171 -0.549
H 0.973 0.363 -1.603 0.225
H 0.250 1.555 -2.681 0.278
H -0.769 1.785 -0.454 0.304
H 2.785 1.835 -1.513 0.292
H 0.360 3.169 -0.595 0.336
H 0.808 1.733 0.341 0.146
C -1.221 -1.190 0.954 -0.112
C 0.250 -1.086 1.371 -1.051
C -1.654 -2.677 0.811 0.392
O -1.698 -3.321 1.881 -0.739
O -1.857 -3.067 -0.365 -0.744
H -1.827 -0.732 1.737 0.245
H -1.408 -0.663 0.021 0.136
H 0.363 -1.691 2.283 0.401
H 0.474 -0.068 1.695 0.218
H 0.917 -1.493 0.613 0.244

Entry 8:
19
Properties=species:S:1:pos:R:3:lowdin_spin:R:1 method="wB97M-V/def2-TZVPD" e_above_lowest_ev=3.306 s_squared=0.75 e_homo_ha="-0.3386 / -0.3383" spin_multiplicity=2
C -2.690 -1.213 5.239 0.009
O -1.507 -0.407 5.234 0.303
O -0.372 -1.120 5.248 0.680
H -3.559 -0.548 5.244 -0.001
H -2.749 -1.824 4.335 0.006
H -2.742 -1.830 6.140 0.005
H 1.841 0.049 5.390 -0.001
C 2.773 0.686 5.252 -0.001
C 3.890 -0.016 4.428 0.000
C 3.790 0.611 2.994 0.000
C 2.670 1.671 3.137 0.000
O 2.381 1.876 4.554 0.000
H 3.165 1.006 6.228 0.000
H 4.897 0.146 4.841 0.000
H 3.716 -1.095 4.393 0.000
H 4.736 1.075 2.676 0.000
H 3.507 -0.126 2.248 0.000
H 2.908 2.641 2.669 0.000
H 1.720 1.308 2.684 0.000